Here is 2 unconnected molecules or ions with the total composition C3H10O4Si in a non-equilibrium geometry from OMol25. Energies are from wB97M-V/def2-TZVPD.

```
18
Properties=species:S:1:pos:R:3:forces:R:3
C 2.755 0.664 1.531 1.70 0.18 0.88
C -0.625 -2.848 0.760 -0.34 -0.34 0.06
C -1.164 1.515 -0.036 -0.10 0.50 -0.05
O 0.578 0.945 -3.541 -0.16 0.26 -0.22
O 1.595 0.493 0.979 -1.39 0.12 -0.24
O 0.500 -2.028 0.583 0.61 0.11 0.36
O -0.835 0.155 0.053 -0.16 -0.62 0.21
Si 0.655 -0.501 0.088 -0.05 -0.14 -1.27
H 3.200 -0.119 2.124 -0.04 -0.16 0.00
H 3.333 1.525 1.239 0.00 0.16 -0.04
H 1.486 0.881 -3.238 0.02 -0.14 0.14
H -1.545 -2.265 0.772 -0.04 0.00 0.02
H -0.513 -3.378 1.708 -0.10 -0.02 -0.08
H -0.670 -3.574 -0.057 -0.05 0.01 0.11
H -0.793 2.055 0.837 -0.04 0.07 0.00
H -2.251 1.590 -0.076 0.08 0.08 -0.01
H -0.736 1.961 -0.937 -0.06 0.06 -0.01
H 0.075 0.297 -3.041 0.12 -0.12 0.13
```
Positions in Å, forces in eV/Å.

calculated total energy: -710.7286 a.u.
LUMO level (spin up / spin down): -0.664 / 0.602 eV
HOMO-LUMO gap (spin up / spin down): 6.90 / 8.21 eV
energy relative to the best compared isomer or geometry (same formula, charge and spin): 421.2 kJ/mol

These are the natural (NBO) partial charges, in e, on atoms 1 to 6: -0.03 -0.24 -0.24 -0.94 -0.85 -0.92